1.
The following is a quantum chemistry calculation of C36H50N8O10P2RbS as an isolated structure, from OMol25.

Geometry as ORCA input:
```
! wB97M-V def2-TZVPD RIJCOSX def2/J DEFGRID3
* xyz -1 1
Rb 0.98270 0.76182 0.13622
C -2.21162 3.61974 2.20795
N -1.90496 3.23734 0.84374
C -1.87642 4.38571 -0.04552
C -1.12714 4.08071 -1.30280
N -0.01346 3.41973 -1.36609
C 0.37535 3.46454 -2.70970
C 1.50686 2.92532 -3.32095
C 1.64542 3.11097 -4.68518
C 0.68244 3.81382 -5.43006
C -0.44305 4.36148 -4.83130
C -0.56509 4.17761 -3.45554
N -1.52231 4.56337 -2.52637
C -1.74630 2.59186 3.18843
N -1.12164 1.49245 2.91470
C -0.77369 0.95549 4.15748
C -0.02418 -0.17835 4.45720
C 0.20939 -0.47649 5.78938
C -0.28793 0.34078 6.81606
C -1.01953 1.48391 6.53526
C -1.23767 1.77312 5.19106
N -1.87564 2.81592 4.54081
H -3.28695 3.77659 2.32278
H -1.72518 4.56454 2.48380
H -1.01218 2.76763 0.82759
H -1.39196 5.25178 0.41967
H -2.89451 4.69298 -0.29536
H 2.24337 2.36678 -2.74542
H 2.51464 2.69518 -5.18535
H 0.82307 3.93329 -6.49884
H -1.18122 4.91016 -5.40716
H -2.34251 5.10845 -2.70444
H 0.40350 -0.76215 3.65268
H 0.81117 -1.34196 6.04899
H -0.07435 0.08621 7.84754
H -1.37751 2.13399 7.32712
H -2.23075 3.64904 4.96703
C 3.78219 -2.03755 2.37886
C 3.68206 -0.65597 2.93619
N 2.77943 0.22945 2.60312
C 3.04531 1.35901 3.37103
C 4.11772 1.10664 4.19883
N 4.50179 -0.16464 3.89396
C 4.90040 1.80355 5.28563
O 4.49050 2.95011 5.64786
O 5.83713 1.14498 5.75769
C 2.22426 2.60940 3.21530
O 2.41166 3.56177 4.08327
O 1.39304 2.70825 2.32304
H 3.26795 -2.06587 1.42092
H 3.32311 -2.76945 3.04975
H 4.82308 -2.32870 2.22292
H 5.30167 -0.58062 4.34080
H 3.22915 3.38308 4.73637
C -4.09104 -1.98713 0.90218
C -4.59884 -1.65655 -0.49537
C -5.06699 -2.88456 -1.24823
O -3.63242 -0.96557 -1.32583
P -2.05895 -0.84903 -1.13258
O -1.55797 -0.57875 0.22089
C -1.36103 -2.39267 -1.77367
P 0.41398 -2.26001 -1.44846
O 0.82660 -0.89660 -1.81445
O 0.69243 -2.56515 0.06306
C 0.59937 -3.75441 0.90557
C -0.16155 -4.93060 0.30419
C -0.01424 -3.28398 2.19924
O 1.08655 -3.45989 -2.23009
C 1.90708 -3.25568 -3.44034
C 1.76663 -4.52814 -4.24131
C 3.32924 -2.95537 -3.04422
O -1.75458 0.29671 -2.16643
C -2.18367 0.23409 -3.56449
C -0.96606 0.32177 -4.45834
C -3.16263 1.36698 -3.77543
H -4.92364 -2.36052 1.50242
H -3.65723 -1.11201 1.39112
H -3.31754 -2.76657 0.86424
H -5.43206 -0.96455 -0.40804
H -4.24893 -3.60777 -1.34630
H -5.41641 -2.61621 -2.24872
H -5.88747 -3.36374 -0.70621
H -1.49528 -2.46496 -2.85664
H -1.83576 -3.24635 -1.28906
H 1.62789 -4.05419 1.08379
H -1.24314 -4.75673 0.33688
H 0.04777 -5.81758 0.90490
H 0.14379 -5.13943 -0.72087
H -0.99241 -2.83134 2.00395
H 0.61800 -2.52620 2.66473
H -0.12830 -4.12524 2.88917
H 1.48806 -2.42013 -4.00289
H 2.16054 -5.36993 -3.66474
H 2.34315 -4.44076 -5.16455
H 0.72209 -4.73200 -4.49293
H 3.75606 -3.81487 -2.51169
H 3.39031 -2.07211 -2.40922
H 3.93441 -2.75194 -3.92672
H -2.70540 -0.71128 -3.72569
H -0.42473 1.25136 -4.26120
H -1.27435 0.30698 -5.50970
H -0.27240 -0.50243 -4.26941
H -2.65550 2.32287 -3.59956
H -4.00709 1.27769 -3.08443
H -3.53449 1.34909 -4.80391
S 5.22389 0.52465 -4.12818
C 4.29575 0.76925 -2.76994
N 3.64793 0.94469 -1.80741
*
```

Properties
LUMO: 1.6 eV
Largest force on an atom: 0.03245 Eh/bohr
Energy above the lowest of the compared OMol25 structures with the same formula, charge and spin: 141.3 kJ/mol
Frontier orbital gap: 5.99 eV
HOMO level: -4.434 eV

2.
The following is a quantum chemistry calculation of C36H51BN7O3ReSi as an isolated structure, from OMol25.

Geometry as ORCA input:
```
! wB97M-V def2-TZVPD RIJCOSX def2/J DEFGRID3
* xyz -1 4
Re 0.03461 0.02488 0.21073
C -1.95426 0.27785 3.55405
Si -2.56253 -1.03009 2.33115
C -4.40116 -0.61854 2.07508
C -2.39774 -2.64303 3.30604
N -1.69060 -1.17358 0.83283
C -2.04442 -2.26097 0.03190
C -3.24378 -2.97927 0.20732
C -3.63039 -4.04788 -0.58640
C -2.83056 -4.46479 -1.63231
C -1.63382 -3.79584 -1.84616
C -1.24373 -2.75309 -1.02894
O -0.05003 -2.09480 -1.27593
C 0.93055 -2.65335 -2.05751
C 1.36627 -1.90511 -3.13938
C 2.42132 -2.37463 -3.90869
C 3.02142 -3.58833 -3.60334
C 2.56684 -4.32802 -2.51704
C 1.52273 -3.86481 -1.73193
H -1.98175 -0.16909 4.55365
H -2.62540 1.13815 3.55573
H -0.94995 0.64519 3.37230
H -4.66045 0.31754 2.57476
H -5.05557 -1.40127 2.46998
H -4.62939 -0.50098 1.01372
H -3.19391 -2.73813 4.05132
H -1.44227 -2.63922 3.83928
H -2.41481 -3.52664 2.66767
H -3.92316 -2.68318 0.99258
H -4.57560 -4.53793 -0.38492
H -3.12413 -5.28024 -2.28018
H -0.98787 -4.08736 -2.66320
H 0.88429 -0.95744 -3.34631
H 2.77489 -1.78496 -4.74512
H 3.84470 -3.95496 -4.20369
H 3.04148 -5.26919 -2.26721
H 1.17353 -4.40441 -0.86296
C 1.85049 0.55665 4.23260
C 1.27479 0.00543 2.97211
N 0.89469 0.74593 1.98274
O 1.15965 2.10838 2.06293
C 1.14035 -1.39573 2.75813
C 1.47090 -2.42843 3.78448
N 0.77319 -1.72332 1.52128
O 0.73725 -2.92243 1.18482
H 2.06425 1.61622 4.13334
H 2.76383 0.01917 4.48919
H 1.13926 0.40855 5.04918
H 1.30312 2.30482 1.11413
H 1.00816 -2.19544 4.74681
H 2.54918 -2.52564 3.94642
H 1.09579 -3.38852 3.43587
B -3.24373 0.24572 -3.33575
C -2.10916 0.18047 -2.24512
N -1.26239 0.16970 -1.46138
H -3.98846 -0.69157 -3.14477
H -3.81210 1.31153 -3.17422
H -2.70435 0.19127 -4.42141
C 0.02405 3.82968 -1.23300
C 0.76156 3.42709 -2.50487
C -0.11988 2.63395 -3.47064
C 2.08605 2.71348 -2.28382
C 3.12899 3.17815 -3.07465
C 4.39287 2.62066 -3.05054
C 4.61541 1.58090 -2.16738
C 3.62796 1.07012 -1.33322
C 4.12605 0.02096 -0.34690
C 4.15290 0.55602 1.08530
C 3.46347 -1.34833 -0.43589
C 2.29494 1.60426 -1.39911
N 1.28578 1.09477 -0.62438
H -0.83304 4.46327 -1.47985
H 0.68373 4.39398 -0.56481
H -0.34928 2.96340 -0.70254
H 1.02574 4.36075 -3.01269
H -0.28049 1.62449 -3.10455
H 0.36031 2.56642 -4.44949
H -1.09899 3.10250 -3.59742
H 2.92525 4.00832 -3.74334
H 5.18499 2.99510 -3.68650
H 5.60735 1.14589 -2.10446
H 5.17294 -0.13871 -0.62298
H 3.14934 0.65593 1.48183
H 4.63488 1.53541 1.12704
H 4.70725 -0.12979 1.73330
H 2.39469 -1.29765 -0.25663
H 3.88932 -2.02361 0.31251
H 3.61758 -1.79113 -1.42070
C -3.11936 5.04655 2.42776
N -2.87469 3.86667 1.62812
C -3.75148 3.26516 0.75336
C -3.10185 2.17200 0.26367
N -1.85440 2.08486 0.82789
C -1.75129 3.11376 1.63256
H -3.92624 5.62022 1.97728
H -2.22608 5.66825 2.45414
H -3.40134 4.78195 3.44760
H -4.72959 3.66997 0.55857
H -3.44766 1.45700 -0.46407
H -0.88781 3.35208 2.23326
*
```

Properties
LUMO (alpha / beta): 2.2 / 2.2 eV
Largest force on an atom: 0.01159 Eh/bohr
Expectation value of S²: 3.795
Energy above the lowest of the compared OMol25 structures with the same formula, charge and spin: 96.4 kJ/mol
Frontier orbital gap (alpha / beta): 6.01 / 6.56 eV
HOMO level (alpha / beta): -3.764 / -4.323 eV